# 1
The following is a quantum chemistry calculation of a structure of composition C34H26Cl2CsIN10O4 at a distorted geometry, from the Open Molecules 2025 dataset.

Its total energy is -3398.14443 Ha. As for the molecular weight: 969.36 Da. The net charge is -2. For the energy above the lowest of the compared OMol25 structures with the same formula, charge and spin, the calculation gives 1.325 eV. The calculation puts the largest force on an atom at 1.59 eV/Å.

Last column: Mulliken charge in e.
Geometry (Å):
Cs 0.119 -0.186 -0.851  1.129
Cl 3.221 6.827 -3.708  -0.276
C 3.022 5.199 -3.079  0.115
C 1.731 4.704 -2.935  -0.699
C 1.476 3.418 -2.431  -0.433
N 0.231 2.828 -2.243  0.010
C -0.853 3.439 -2.693  0.418
O -0.996 4.531 -3.288  -0.840
C -2.175 2.686 -2.445  0.047
C -3.367 3.401 -2.521  -0.371
C -4.567 2.730 -2.373  -0.454
C -4.553 1.361 -2.150  -0.538
C -3.323 0.731 -2.056  -0.332
N -2.161 1.374 -2.203  -0.084
C 2.618 2.644 -2.059  0.094
C 3.892 3.151 -2.248  -0.203
C 4.113 4.427 -2.748  0.143
Cl 5.766 4.986 -2.931  -0.287
N 2.484 1.319 -1.601  -0.472
C 2.690 0.972 -0.371  -0.314
O 2.607 -0.242 0.039  -1.018
C 2.945 2.048 0.667  1.113
C 4.223 2.556 0.889  -0.364
C 4.383 3.639 1.729  -0.379
C 3.259 4.187 2.328  -0.517
C 2.034 3.591 2.075  -0.408
N 1.863 2.536 1.281  -0.198
H 0.889 5.314 -3.221  0.660
H -3.308 4.461 -2.724  0.417
H -5.505 3.270 -2.436  0.368
H -5.462 0.786 -2.032  0.500
H -3.252 -0.336 -1.860  0.368
H 4.740 2.523 -2.009  0.461
H 5.069 2.113 0.379  0.262
H 5.365 4.067 1.894  0.395
H 3.320 5.053 2.973  0.365
H 1.135 3.977 2.545  0.333
C -1.413 -4.513 -2.678  -1.149
C -1.436 -4.619 -1.186  0.716
N -1.440 -5.802 -0.617  -0.814
C -1.433 -5.865 0.734  -1.247
C -1.417 -4.749 1.539  0.712
C -1.363 -4.903 3.030  -0.656
O -2.531 -4.424 3.700  -0.630
C -1.458 -3.483 0.944  0.916
C -1.340 -2.285 1.825  -1.492
N -2.038 -1.226 1.925  -0.106
C -3.290 -0.987 1.317  0.952
C -4.130 -1.969 0.797  -0.280
C -5.434 -1.667 0.435  -0.719
C -5.919 -0.374 0.571  -0.654
C -5.084 0.626 1.047  -0.379
C -3.781 0.322 1.414  -0.358
I -2.559 1.850 2.116  0.197
C -1.452 -3.366 -0.457  0.532
O -1.405 -2.250 -1.077  -0.923
H -1.544 -5.503 -3.117  0.385
H -0.470 -4.084 -3.025  0.221
H -2.188 -3.833 -3.032  0.253
H -1.437 -6.855 1.178  0.324
H -0.471 -4.410 3.433  0.232
H -1.300 -5.963 3.277  0.419
H -2.619 -3.481 3.519  0.420
H -0.492 -2.309 2.515  0.612
H -3.768 -2.983 0.704  0.350
H -6.072 -2.451 0.047  0.375
H -6.937 -0.134 0.289  0.385
H -5.432 1.647 1.123  0.364
N 4.682 -1.131 1.437  -0.154
C 5.040 -2.112 2.266  0.665
N 6.380 -2.443 2.272  -0.491
N 4.295 -2.814 3.085  -0.764
C 2.978 -2.595 3.036  0.470
N 1.828 -2.501 3.088  -0.512
H 5.374 -0.868 0.754  0.222
H 3.725 -0.855 1.115  0.105
H 7.033 -1.728 2.000  0.222
H 6.642 -2.992 3.074  0.268


# 2
The following is a quantum chemistry calculation of the molecule C34H26N2O6 at a distorted geometry, from the Open Molecules 2025 dataset.

Its total energy is -1872.19260 Ha. As for the molecular weight: 558.59 Da. The SMILES is C[C@]1(OC(=O)CCc2ccccc2)C(=O)C=C2C=C(c3ccc(C#N)cc3)N(Cc3ccc4c(c3)OCO4)C=C2C1=O. The calculation puts the largest force on an atom at 1.27 eV/Å.

Last column: Mulliken charge in e.
Geometry (Å):
C -2.330 -3.342 -1.224  -1.998
H -3.105 -3.482 -1.974  0.470
H -1.356 -3.544 -1.665  0.379
H -2.502 -4.019 -0.391  0.426
C -2.384 -1.898 -0.723  1.530
C -1.380 -1.735 0.419  0.010
O -1.564 -2.289 1.483  -0.718
C -0.172 -0.959 0.127  -0.090
C 0.767 -0.827 1.104  -0.102
N 1.894 -0.101 0.958  0.190
C 2.117 0.537 -0.247  0.625
C 1.227 0.434 -1.262  -0.970
C 0.000 -0.297 -1.140  0.977
C -0.952 -0.325 -2.115  -0.848
C -2.222 -0.954 -1.936  0.113
O -3.174 -0.801 -2.683  -0.701
H -0.816 0.237 -3.027  0.452
H 1.427 0.954 -2.187  0.580
C 3.346 1.341 -0.407  -0.120
C 4.318 0.938 -1.321  -0.393
C 5.482 1.663 -1.468  -1.071
C 5.674 2.821 -0.715  0.603
C 4.680 3.260 0.160  -0.980
C 3.524 2.521 0.309  -0.237
H 2.748 2.868 0.975  0.622
H 4.824 4.174 0.717  0.503
C 6.877 3.554 -0.840  -0.029
N 7.854 4.146 -0.934  -0.540
H 6.246 1.343 -2.160  0.492
H 4.161 0.039 -1.897  0.582
C 2.874 -0.046 2.028  -1.130
C 4.254 -0.438 1.558  0.555
C 5.358 0.318 1.915  -0.552
C 6.640 0.006 1.469  -1.175
C 6.766 -1.092 0.654  1.142
C 5.659 -1.871 0.305  0.880
C 4.396 -1.571 0.748  -1.155
H 3.551 -2.178 0.469  0.518
O 6.061 -2.891 -0.508  -0.514
C 7.459 -2.745 -0.653  -0.321
O 7.884 -1.606 0.066  -0.491
H 7.966 -3.640 -0.261  0.271
H 7.709 -2.623 -1.718  0.272
H 7.494 0.602 1.741  0.488
H 5.227 1.181 2.550  0.404
H 2.905 0.961 2.456  0.331
H 2.543 -0.732 2.813  0.532
H 0.609 -1.320 2.052  0.511
O -3.700 -1.681 -0.184  -0.423
C -3.816 -0.531 0.464  0.879
O -2.875 0.198 0.683  -0.592
C -5.245 -0.230 0.823  -0.761
H -5.275 0.325 1.761  0.340
C -5.842 0.625 -0.312  -0.878
C -7.274 0.958 -0.009  0.387
C -7.592 2.074 0.753  -0.348
C -8.908 2.367 1.061  -0.574
C -9.926 1.542 0.612  -0.407
C -9.619 0.425 -0.146  -0.608
C -8.301 0.134 -0.452  -0.281
H -8.065 -0.736 -1.047  0.385
H -10.409 -0.221 -0.500  0.373
H -10.954 1.770 0.851  0.373
H -9.142 3.241 1.652  0.371
H -6.800 2.722 1.103  0.383
H -5.767 0.070 -1.249  0.350
H -5.252 1.539 -0.406  0.382
H -5.802 -1.161 0.920  0.322


# 3
The following is a quantum chemistry calculation of a structure of composition C34H27CrN11O at a distorted geometry, from the Open Molecules 2025 dataset.

Its total energy is -3033.10083 Ha. As for the molecular weight: 657.66 Da. The net charge is +1. Its spin multiplicity is 2. The calculation puts the largest force on an atom at 10.63 eV/Å.

Last column: Mulliken charge in e.
Geometry (Å):
Cr -0.059 -0.012 -0.016  -0.967
C 4.524 -0.068 -0.547  -0.698
C 3.272 -0.079 -1.057  -0.097
N 2.043 -0.047 -0.167  1.187
C 2.427 -0.043 1.238  0.009
C 3.770 -0.038 1.589  -0.313
N 4.803 -0.040 0.767  -0.616
C 1.244 -0.040 2.378  -0.518
C 1.244 -0.049 3.738  -0.607
C -0.041 -0.042 4.442  1.332
C -1.250 -0.028 3.761  -0.552
C -1.253 -0.023 2.323  -0.533
N -0.059 -0.030 1.818  1.505
C -2.370 -0.007 1.248  -0.132
C -3.700 0.002 1.620  0.088
N -4.708 0.013 0.743  -0.589
C -4.377 0.017 -0.534  -0.754
C -3.051 0.009 -0.959  -0.194
N -2.049 -0.001 -0.106  0.724
C -0.041 -0.051 5.932  0.982
C -1.218 -0.045 6.681  -0.366
C -1.163 -0.054 8.063  -0.525
N -0.029 -0.068 8.761  -0.622
C 1.096 -0.073 8.055  -0.467
C 1.140 -0.065 6.669  -0.560
H 5.379 -0.087 -1.212  0.366
H 3.120 -0.119 -2.123  0.428
H 4.047 -0.033 2.639  0.398
H 2.180 -0.056 4.271  0.125
H -2.189 -0.022 4.292  0.242
H -3.995 -0.002 2.663  0.496
H -5.191 0.026 -1.249  0.435
H -2.788 0.012 -2.010  0.488
H -2.198 -0.034 6.227  0.359
H -2.075 -0.050 8.649  0.386
H 2.013 -0.084 8.634  0.387
H 2.115 -0.070 6.206  0.340
C 0.568 -1.436 -2.197  -0.954
N -0.079 0.001 -2.063  -0.504
C 1.113 1.041 -1.890  -0.114
C 0.600 2.221 -1.035  -0.590
N -0.059 2.046 0.153  1.215
C -0.276 3.313 0.678  0.385
C -0.850 3.699 1.881  -0.523
C -0.914 5.051 2.158  -0.867
C -0.425 5.997 1.247  -0.540
C 0.144 5.625 0.043  -1.122
C 0.217 4.265 -0.221  0.494
N 0.733 3.549 -1.300  -0.086
C 0.325 -2.366 -1.025  -0.105
N -0.039 -1.967 0.176  0.904
C -0.209 -3.122 0.936  0.265
C -0.602 -3.302 2.262  0.019
C -0.687 -4.592 2.739  -1.103
C -0.385 -5.695 1.924  -0.494
C 0.007 -5.536 0.612  -1.223
C 0.086 -4.232 0.143  0.497
N 0.428 -3.709 -1.099  -0.097
H 1.630 -1.377 -2.425  0.289
H 0.105 -1.890 -3.079  0.680
H -0.141 0.046 -3.073  0.456
H 1.468 1.391 -2.867  0.800
H 2.072 0.530 -1.286  -0.913
H -1.220 2.956 2.577  0.403
H -1.346 5.379 3.093  0.447
H -0.493 7.048 1.494  0.391
H 0.519 6.364 -0.651  0.436
H 1.162 3.946 -2.118  0.249
H -0.836 -2.454 2.889  0.362
H -0.994 -4.756 3.763  0.491
H -0.465 -6.693 2.334  0.405
H 0.237 -6.386 -0.015  0.436
H 0.681 -4.240 -1.915  0.252
O 0.963 1.022 0.977  -0.812


# 4
The following is a quantum chemistry calculation of a structure of composition C34H27FN2OPPtS5 at a distorted geometry, from the Open Molecules 2025 dataset.

Its total energy is -4048.20913 Ha. As for the molecular weight: 884.99 Da. The net charge is -1. For the energy above the lowest of the compared OMol25 structures with the same formula, charge and spin, the calculation gives 0.334 eV. The calculation puts the largest force on an atom at 1.93 eV/Å.

Last column: Mulliken charge in e.
Geometry (Å):
Pt 0.668 -0.068 0.363  0.882
N -1.709 -1.588 -1.579  -0.438
C -0.704 -1.792 -2.480  0.236
C -0.974 -1.958 -3.835  -0.721
C 0.037 -2.276 -4.743  -0.617
C 1.333 -2.440 -4.322  -1.153
C 1.643 -2.317 -2.952  1.586
C 2.929 -2.599 -2.438  -0.652
C 3.115 -2.643 -1.082  -0.300
C 2.061 -2.288 -0.238  -0.732
N 0.884 -1.851 -0.689  -0.243
C 0.633 -1.960 -2.028  0.176
H -2.579 -1.234 -1.932  0.216
H -1.468 -1.329 -0.617  0.404
H -1.996 -1.849 -4.177  0.313
H -0.206 -2.414 -5.789  0.371
H 2.124 -2.691 -5.018  0.379
H 3.734 -2.837 -3.121  0.423
H 4.059 -2.941 -0.649  0.481
H 2.159 -2.356 0.838  0.598
F -1.153 -0.860 0.923  -0.785
O 0.083 1.601 1.406  -0.933
C 0.469 1.954 2.698  3.128
C -0.809 2.332 3.446  -0.795
C -1.026 2.602 4.761  -0.365
C -2.376 2.961 5.020  -0.662
C -3.138 2.947 3.893  -0.506
S -2.232 2.491 2.503  -0.088
C 1.304 3.236 2.597  -0.495
C 1.561 3.901 1.440  -0.497
C 2.247 5.130 1.634  -0.716
C 2.489 5.391 2.942  -0.605
S 1.885 4.140 3.956  -0.021
C 1.170 0.869 3.512  -0.342
C 2.297 0.914 4.272  -0.317
C 2.583 -0.310 4.931  -0.830
C 1.654 -1.263 4.671  -0.545
S 0.416 -0.689 3.629  -0.048
H -0.250 2.549 5.511  0.446
H -2.751 3.214 6.002  0.378
H -4.188 3.174 3.799  0.437
H 1.254 3.512 0.484  0.569
H 2.546 5.783 0.827  0.407
H 2.990 6.234 3.389  0.451
H 2.932 1.780 4.355  0.434
H 3.462 -0.469 5.538  0.383
H 1.618 -2.277 5.037  0.458
S 4.651 -0.765 1.290  -0.475
P 4.336 0.678 0.003  1.563
S 2.479 1.115 -0.741  -0.726
C 5.105 2.254 0.548  0.203
C 5.557 2.403 1.850  -0.309
C 6.184 3.578 2.239  -0.557
C 6.379 4.595 1.319  -0.422
C 5.925 4.449 0.015  -0.668
C 5.284 3.284 -0.371  -0.470
C 5.352 0.339 -1.491  0.065
C 6.738 0.326 -1.356  -0.685
C 7.537 0.000 -2.439  -0.586
C 6.957 -0.325 -3.659  -0.507
C 5.578 -0.327 -3.790  -0.569
C 4.773 0.008 -2.709  -0.530
H 5.431 1.581 2.544  0.315
H 6.521 3.701 3.260  0.399
H 6.884 5.505 1.620  0.370
H 6.075 5.248 -0.701  0.385
H 4.928 3.160 -1.387  0.373
H 7.180 0.587 -0.402  0.373
H 8.616 0.010 -2.339  0.387
H 7.588 -0.572 -4.505  0.371
H 5.122 -0.577 -4.741  0.439
H 3.696 0.037 -2.806  0.511


# 5
The following is a quantum chemistry calculation of a structure of composition C34H27N6O4V at a distorted geometry, from the Open Molecules 2025 dataset.

Its total energy is -2885.40146 Ha. As for the molecular weight: 634.57 Da. The net charge is -2. Its spin multiplicity is 3. For the energy above the lowest of the compared OMol25 structures with the same formula, charge and spin, the calculation gives 1.272 eV. The calculation puts the largest force on an atom at 4.12 eV/Å.

Last column: Mulliken charge in e.
Geometry (Å):
V 1.053 0.126 0.236  0.093
O -3.897 -0.956 5.921  -0.761
C -2.671 -1.170 5.958  0.575
O -1.999 -1.548 6.890  -0.718
C -1.909 -0.783 4.674  -0.692
C -0.600 -1.030 4.565  -1.478
C 0.053 -0.654 3.381  0.859
N -0.470 -0.027 2.324  0.153
C -1.739 0.228 2.521  0.751
C -2.493 -0.215 3.576  -0.680
C -2.412 0.945 1.423  0.495
C -3.565 0.420 0.766  -0.825
C -4.161 1.265 -0.159  -0.275
C -3.644 2.538 -0.485  -0.990
C -2.472 2.903 0.235  -0.243
N -1.937 2.170 1.199  -0.298
C 1.503 -0.891 3.248  0.722
C 2.344 -1.240 4.271  -0.844
C 3.649 -1.575 4.223  -0.501
C 4.181 -1.485 2.881  -0.810
C 3.366 -0.958 1.870  -0.161
N 2.084 -0.692 2.081  0.498
H -0.098 -1.415 5.381  0.632
H -3.540 -0.051 3.591  0.615
H -3.947 -0.571 0.881  0.484
H -5.095 0.930 -0.631  0.344
H -4.128 3.178 -1.140  0.541
H -1.976 3.823 -0.020  0.450
H 2.067 -1.257 5.311  0.282
H 4.362 -1.747 5.146  0.260
H 5.147 -1.844 2.758  0.503
H 3.852 -0.709 0.934  0.413
C 1.518 4.317 0.858  -1.694
C 1.086 3.053 0.088  0.891
O 1.411 1.978 0.705  -0.587
C 0.611 3.053 -1.233  -1.235
C -0.069 1.993 -1.885  1.039
C -0.700 2.333 -3.177  -1.618
N -0.166 0.829 -1.387  1.518
N -0.958 -0.087 -1.978  -1.058
C -0.958 -1.190 -1.213  0.816
O -0.258 -1.409 -0.213  -0.631
C -1.723 -2.336 -1.760  0.151
C -1.238 -3.609 -1.826  -0.510
C -2.055 -4.637 -2.438  -0.679
C -3.272 -4.333 -3.047  -0.386
C -3.651 -2.958 -3.063  -0.700
C -2.848 -1.997 -2.536  -0.426
H 2.462 4.060 1.397  0.305
H 0.759 4.546 1.594  0.340
H 1.703 5.203 0.216  0.390
H 0.440 4.007 -1.627  0.315
H -1.387 1.523 -3.535  0.320
H 0.105 2.444 -3.951  0.278
H -1.296 3.238 -3.299  0.356
H -0.362 -3.889 -1.388  0.603
H -1.758 -5.624 -2.408  0.461
H -3.992 -4.997 -3.506  0.353
H -4.470 -2.763 -3.661  0.413
H -3.156 -0.945 -2.603  0.269
N 2.617 -0.270 -0.569  -0.390
C 3.123 -0.096 -1.741  0.049
C 3.306 -1.222 -2.591  -0.306
C 3.813 -1.079 -3.876  -0.678
C 4.139 0.176 -4.382  -0.219
C 3.970 1.339 -3.602  -1.012
C 3.453 1.190 -2.321  0.117
H 3.022 -2.180 -2.242  0.415
H 3.883 -1.898 -4.569  0.332
H 4.471 0.195 -5.446  0.229
H 4.194 2.294 -3.923  0.469
H 3.323 2.041 -1.674  0.305


# 6
The following is a quantum chemistry calculation of a structure of composition C34H27N6Ru, from the Open Molecules 2025 dataset.

Its total energy is -1735.13726 Ha. As for the molecular weight: 620.70 Da. The net charge is -2. Its spin multiplicity is 2. The calculation puts the largest force on an atom at 0.47 eV/Å.

Last column: Mulliken charge in e.
Geometry (Å):
Ru 0.746 0.626 -0.021  -0.333
C -4.693 3.104 -2.874  -1.533
C -3.858 2.172 -2.035  0.622
C -3.692 0.835 -2.386  -0.951
C -2.872 -0.007 -1.656  0.164
C -2.170 0.440 -0.528  -0.516
N -1.326 -0.369 0.210  0.447
C -1.840 -1.366 0.933  0.542
C -3.233 -1.648 1.060  -0.921
C -3.719 -2.694 1.819  -1.165
C -2.882 -3.544 2.536  0.500
C -3.418 -4.649 3.408  -1.555
C -1.520 -3.275 2.454  -0.369
C -1.004 -2.249 1.683  0.163
N 0.412 -2.097 1.667  0.607
C 1.320 -3.092 1.622  -0.185
C 2.560 -2.528 1.807  -1.069
C 2.300 -1.157 1.940  0.015
N 1.001 -0.896 1.849  -0.593
C -2.362 1.788 -0.178  0.148
C -3.170 2.634 -0.921  -0.292
N -1.671 2.323 0.943  0.236
C -2.135 3.235 1.831  -0.177
C -1.081 3.595 2.634  -1.140
C 0.008 2.842 2.153  -0.464
N -0.358 2.082 1.136  0.073
H -5.521 2.573 -3.348  0.379
H -4.101 3.566 -3.669  0.273
H -5.113 3.911 -2.270  0.356
H -4.206 0.448 -3.261  0.324
H -2.743 -1.041 -1.953  0.425
H -3.931 -1.017 0.527  0.359
H -4.795 -2.850 1.859  0.313
H -4.309 -5.105 2.969  0.365
H -3.696 -4.295 4.408  0.266
H -2.676 -5.440 3.542  0.352
H -0.820 -3.878 3.025  0.448
H 1.015 -4.106 1.425  0.468
H 3.516 -3.021 1.772  0.402
H 2.993 -0.336 2.015  0.180
H -3.230 3.680 -0.640  0.446
H -3.173 3.520 1.830  0.450
H -1.098 4.286 3.460  0.380
H 1.033 2.812 2.480  0.416
C 2.020 1.725 -0.456  -0.036
C 3.149 2.523 -0.639  0.382
C 3.371 3.315 -1.820  -0.752
C 4.491 4.095 -1.962  -0.240
C 5.479 4.165 -0.957  -0.532
C 5.288 3.391 0.203  -0.398
C 4.179 2.598 0.366  -0.474
H 2.624 3.274 -2.604  0.344
H 4.621 4.672 -2.874  0.315
H 6.360 4.783 -1.079  0.337
H 6.038 3.419 0.990  0.334
H 4.055 2.010 1.270  0.186
N 3.632 -5.206 -3.752  -0.703
C 3.190 -4.286 -3.210  0.146
C 2.644 -3.150 -2.541  0.584
C 1.276 -3.075 -2.255  -1.095
C 0.758 -1.976 -1.598  0.315
C 1.538 -0.870 -1.163  0.267
C 2.916 -0.990 -1.497  -0.063
C 3.459 -2.076 -2.151  -1.043
H 0.626 -3.892 -2.554  0.384
H -0.308 -1.971 -1.392  0.215
H 3.580 -0.180 -1.216  0.259
H 4.522 -2.111 -2.367  0.415